Record 1
The following is a DFT calculation (ωB97M-V/def2-TZVPD) of an isolated molecule of CH3F3N2S at a distorted geometry.

Each line ends with the Mulliken charge.
Element x y z (Å)
1 S -0.364 -0.498 0.657  0.262
2 F 2.063 0.727 0.549  -0.218
3 F 1.297 0.179 -1.362  -0.208
4 F 2.272 -1.256 -0.058  -0.220
5 N -1.159 -1.173 -0.694  -0.606
6 N -0.835 1.293 0.448  -0.580
7 C 1.445 -0.212 -0.127  0.767
8 H -1.546 1.166 -0.321  0.328
9 H -1.244 1.653 1.354  0.268
10 H -1.929 -1.880 -0.445  0.207

For the gap between HOMO and LUMO, the calculation gives 9.5944 eV. As for the strongest force on any atom: 4.094 eV/A. The total energy comes out at -847.10616 Eh. As for the net charge: 0.



Record 2
The following is a DFT calculation (ωB97M-V/def2-TZVPD) of C46H35N11Ti as an isolated structure at a distorted geometry.

Each line ends with the Mulliken charge.
Element x y z (Å)
1 Ti -0.338 -0.299 -0.099  -1.368
2 N -0.399 0.068 1.886  1.183
3 N 0.677 1.431 -0.294  1.649
4 N -0.739 -2.234 0.253  0.950
5 N -2.572 3.846 -0.385  0.051
6 N -1.099 -2.128 2.624  -0.567
7 N -0.386 -3.188 -1.945  -0.339
8 N 1.937 -1.022 0.521  0.966
9 N 0.246 -0.871 -1.961  1.302
10 N 0.649 2.235 1.990  -0.183
11 N 5.717 -2.480 1.564  -0.458
12 N 1.385 1.158 -2.613  -0.508
13 C 3.677 -2.662 0.288  -1.202
14 C 1.294 1.829 -1.449  -0.882
15 C 2.823 5.261 -1.548  -0.839
16 C -2.487 2.567 0.440  -0.074
17 C -1.805 -6.688 0.375  -0.769
18 C 0.925 -0.023 -2.850  -0.598
19 C -2.118 5.028 0.419  -0.707
20 C 1.838 3.129 -1.226  0.332
21 C 0.081 1.206 2.531  -1.068
22 C 0.090 -2.109 -2.526  -0.266
23 C -1.852 -5.104 2.221  -0.176
24 C -1.407 -5.706 -0.507  -0.415
25 C 1.086 -0.762 -4.110  0.333
26 C -2.319 0.305 -0.678  1.316
27 C -0.504 -0.323 4.143  0.484
28 C 2.713 -0.430 1.441  -0.049
29 C 0.081 1.237 6.280  -0.676
30 C -0.047 0.994 3.967  0.515
31 C -0.388 -0.090 6.459  -0.722
32 C 4.493 -2.014 1.233  1.033
33 C 0.602 -2.049 -3.887  -0.069
34 C 0.632 -3.002 -4.884  -0.310
35 C -5.042 0.592 -1.441  -0.922
36 C -2.989 -0.658 -1.442  -0.081
37 C 3.956 -0.879 1.841  -1.324
38 C -2.030 -6.382 1.727  -0.691
39 C 1.173 -2.641 -6.108  -0.791
40 C 2.582 5.570 -0.196  -0.692
41 C 1.719 -1.377 -6.295  -0.760
42 C -1.423 -4.150 1.323  0.096
43 C -0.652 -0.918 5.382  -0.465
44 C -1.194 -4.450 -0.012  0.312
45 C -4.428 1.553 -0.666  -1.092
46 C 2.468 -2.128 -0.031  -0.270
47 C 0.279 1.796 5.041  -0.542
48 C 2.467 4.044 -2.077  -0.442
49 C -0.718 -3.239 -0.667  -0.357
50 C -0.705 -0.851 2.826  -0.251
51 C 1.633 3.458 0.128  0.280
52 C -3.088 1.429 -0.322  0.842
53 C 0.939 2.361 0.703  -0.617
54 C 2.017 4.663 0.665  -0.502
55 C 1.680 -0.410 -5.303  -0.145
56 C -1.811 3.748 -1.672  -0.909
57 C -1.144 -2.736 1.502  -0.281
58 C -4.314 -0.505 -1.852  -1.017
59 H -1.253 -5.946 -1.547  0.595
60 H 2.147 -1.097 -7.232  0.460
61 H 2.873 6.544 0.164  0.490
62 H -4.999 2.393 -0.285  0.534
63 H 6.307 -1.985 2.220  0.209
64 H -2.346 -7.185 2.415  0.396
65 H -2.043 -4.924 3.275  0.576
66 H 0.305 1.796 7.160  0.471
67 H -1.427 2.421 0.652  -0.214
68 H 4.011 -3.544 -0.244  0.411
69 H 2.334 0.472 1.903  0.252
70 H -2.445 -1.548 -1.800  0.352
71 H 1.213 -3.386 -6.902  0.426
72 H -2.633 5.032 1.390  0.337
73 H 0.694 2.791 4.939  0.582
74 H -6.100 0.702 -1.724  0.399
75 H -0.737 3.601 -1.475  0.365
76 H 3.315 6.019 -2.164  0.416
77 H -3.555 3.993 -0.644  0.477
78 H -0.991 -1.935 5.520  0.594
79 H -1.937 -7.730 0.022  0.405
80 H -2.162 2.898 -2.227  0.384
81 H 1.826 4.926 1.712  0.555
82 H -1.996 4.651 -2.271  0.466
83 H -0.481 -0.471 7.469  0.431
84 H 6.115 -3.269 1.102  0.199
85 H -3.026 2.741 1.387  0.529
86 H -2.361 5.925 -0.185  0.378
87 H -1.059 4.941 0.603  0.249
88 H 0.244 -3.992 -4.704  0.595
89 H -4.731 -1.272 -2.509  0.498
90 H 2.617 3.785 -3.125  0.579
91 H 1.842 -2.600 -0.777  0.322
92 H 4.489 -0.309 2.608  0.401
93 H 2.098 0.566 -5.454  0.632

For the gap between HOMO and LUMO (spin up / spin down), the calculation gives 4.3635 / 4.3838 eV. As for the strongest force on any atom: 1.374 eV/A. The total energy comes out at -3225.41020 Eh. As for the net charge: +2.



Record 3
The following is a DFT calculation (ωB97M-V/def2-TZVPD) of CH4N5O as an isolated structure at a distorted geometry.

Each line ends with the Mulliken charge.
Element x y z (Å)
1 O 0.367 -3.203 0.545  -0.202
2 N -0.408 0.044 -0.717  -0.649
3 N -0.385 0.978 0.141  0.583
4 N -0.110 -1.063 0.023  0.783
5 N 0.027 -0.697 1.247  -0.018
6 N -0.171 0.532 1.343  -0.385
7 C 0.032 -2.545 -0.326  0.158
8 H -0.089 -2.724 -1.434  0.355
9 H 0.803 3.641 -0.372  0.303
10 H -0.344 2.023 -0.018  0.404
11 H 0.279 3.013 -0.432  -0.332

For the gap between HOMO and LUMO, the calculation gives 11.0033 eV. As for the strongest force on any atom: 4.226 eV/A. The total energy comes out at -389.07108 Eh. As for the net charge: +1.



Q: Which of these has the highest net charge?
A: C46H35N11Ti



Q: total energy of number 3 (CH4N5O)?
A: -389.07108 Eh



Q: The highest net charge belongs to which entry?
A: C46H35N11Ti